{"formula": "C7H13N4O2", "method": "ωB97M-V/def2-TZVPD", "lumo_ev": -3.8772, "orbital_gap_ev": 9.46, "e_tot_ha": -643.58829, "charge": 1, "homo_ha": -0.49005, "e_above_lowest_kj_mol": 540.7, "symbols": ["C", "C", "C", "C", "C", "C", "C", "N", "N", "N", "N", "O", "O", "H", "H", "H", "H", "H", "H", "H", "H", "H", "H", "H", "H", "H"], "coordinates": [[-3.886238, 0.083763, -0.138544], [3.263474, -0.499160, 0.437843], [2.421233, -1.523082, -0.210497], [-1.397612, -1.626052, 0.818335], [-1.431219, -1.839876, -0.645188], [-0.876245, 2.597723, 0.511355], [1.189567, 1.847175, -0.559081], [-2.687974, 0.220975, -0.156330], [1.855926, -0.250132, 0.169488], [-0.163862, 1.715674, -0.038311], [-1.525197, -0.499159, -0.091929], [-5.023412, 0.241676, -0.125787], [1.634064, 0.615080, -0.973629], [3.511451, -0.579611, 1.485707], [3.987171, 0.023861, -0.173377], [2.569074, -1.713347, -1.264992], [2.054408, -2.362451, 0.362506], [-2.265576, -1.906601, 1.403081], [-0.454171, -1.661954, 1.346625], [-0.511479, -2.032648, -1.180702], [-2.318383, -2.274033, -1.089377], [-0.522735, 3.616395, 0.652358], [-1.872980, 2.344885, 0.842076], [1.839049, 2.293063, 0.210702], [1.190034, 2.485050, -1.451838], [-0.578367, 0.682778, -0.140485]], "forces_ev_per_angstrom": [[0.21, 0.14, 0.06], [0.49, 0.13, -0.01], [0.11, -0.31, -0.41], [0.01, -0.42, 0.47], [0.07, -0.47, -0.32], [0.12, 0.55, 0.06], [0.79, 0.61, 0.08], [0.20, 0.29, -0.05], [-1.03, 0.84, 0.52], [-0.43, -0.66, 0.06], [0.42, 0.07, -0.11], [-1.13, -0.27, -0.03], [0.52, -0.86, -0.36], [-0.02, 0.04, 0.05], [-0.08, -0.03, -0.10], [0.06, 0.13, -0.04], [-0.08, -0.04, 0.01], [-0.05, 0.10, -0.12], [0.00, 0.05, -0.02], [-0.01, 0.03, -0.01], [-0.07, 0.14, 0.09], [0.12, -0.07, -0.03], [-0.04, -0.10, -0.01], [-0.21, -0.09, -0.11], [-0.08, -0.14, 0.21], [0.09, 0.34, 0.13]]}